1.
20
Properties=species:S:1:pos:R:3:forces:R:3:nbo_charge:R:1 method="wB97M-V/def2-TZVPD" orbital_gap_ev="8.17 / 8.17" homo_ev="-13.002 / -13.001" e_lumo_ev="-4.8 / -4.8" spin_multiplicity=1 charge=+1 de_lowest_kj_mol=146.7
C 0.1602 -0.3795 2.4690 -0.1223 -0.2514 -0.5947 -0.1038
C 0.0752 -0.7530 1.1853 -0.1315 -0.0465 0.6018 -0.2686
C 2.0409 1.0746 1.8164 -0.0010 0.0619 -0.2492 0.2267
C 1.0131 0.7722 2.8488 -0.5207 0.4500 0.1703 -0.3047
C 0.8700 -0.0403 0.2085 -0.4866 0.0890 -0.5477 0.3951
N 1.9523 0.7094 0.6003 0.6070 0.2053 -0.3759 -0.4614
N -2.0743 -0.3380 -1.5169 0.1211 -0.2751 -0.0831 -1.0490
N 0.5300 -0.0379 -1.0543 -0.0088 -0.2048 1.1432 -0.2612
N 1.1587 0.7386 -1.9643 0.1923 0.5982 -0.3283 -0.6017
Cl -0.0783 2.2597 2.8770 0.3900 -0.3553 0.1045 -0.0095
H -0.4247 -0.8526 3.2413 -0.0758 -0.0764 0.0545 0.2485
H -0.5614 -1.5557 0.8539 -0.1317 -0.1262 0.0285 0.2420
H 2.8899 1.6856 2.0939 0.1132 0.0432 0.0875 0.2240
H 1.4227 0.7037 3.8565 0.0314 -0.0197 -0.1664 0.2709
H -2.4559 -1.2770 -1.4545 -0.0923 0.0510 -0.0722 0.3982
H -2.5607 0.2361 -0.8390 -0.0747 0.0879 0.0083 0.4002
H -0.5257 -0.3100 -1.3018 0.3711 0.0272 0.1032 0.4455
H -2.2832 0.0214 -2.4418 -0.1492 0.0139 -0.0067 0.4016
H 2.0518 1.0913 -1.6368 -0.0577 -0.1146 -0.0452 0.4114
H 1.1506 0.3642 -2.9028 0.0262 -0.1578 0.1676 0.3958

***

2.
18
Properties=species:S:1:pos:R:3:forces:R:3:nbo_charge:R:1 method="wB97M-V/def2-TZVPD" orbital_gap_ev=10.13 homo_ev=-9.297 e_lumo_ev=0.8 spin_multiplicity=1 smiles=SCC[C@@]1(CCl)CN1 charge=0 de_lowest_kj_mol=178.3
C 1.9382 0.4580 0.6477 1.3365 0.3829 -1.0533 -0.4762
C 0.5812 0.5111 1.2253 -0.9875 -0.6078 -2.2687 -0.4594
C -0.4939 0.8563 0.1888 -1.1947 -1.1795 -0.2227 0.0896
C -1.9363 0.2389 0.3900 1.8013 3.7802 2.7859 -0.4192
C -0.5635 2.1550 -0.4392 0.9641 -0.0539 -0.4024 -0.2621
H 1.2877 -1.2756 -0.9372 -1.2874 -0.0895 -0.5863 0.1239
H 2.6772 0.5071 1.4143 0.5958 -0.2935 0.6982 0.2285
H 2.1475 1.3639 0.0781 0.0114 -0.0640 -0.4114 0.1956
H 0.3685 -0.4672 1.4546 -0.6213 -2.7712 0.6664 0.2238
H 0.4973 0.9354 2.1822 -0.0692 1.6238 0.9751 0.2294
H -1.9199 0.4551 1.5387 -1.0924 -1.1734 -1.5972 0.2077
H -2.6361 1.0385 -0.0323 0.4751 -1.9998 0.1519 0.2249
H -1.5054 2.5100 -0.6869 -1.4545 1.3443 -0.1429 0.1931
H 0.2501 2.8198 -0.2678 0.2704 0.7558 0.1979 0.1926
H 0.7288 1.0285 -1.5398 -0.0719 -0.2824 0.3310 0.3588
N -0.2470 0.9879 -1.2488 0.6566 -0.3187 -0.3009 -0.5979
S 2.4220 -1.0607 -0.3518 0.8312 1.0626 1.2443 -0.0560
Cl -2.1219 -1.4221 -0.0535 -0.1635 -0.1157 -0.0650 0.0029

***

3.
18
Properties=species:S:1:pos:R:3:forces:R:3:nbo_charge:R:1 method="wB97M-V/def2-TZVPD" orbital_gap_ev="7.26 / 7.04" homo_ev="-6.414 / -9.180" e_lumo_ev="0.8 / -2.1" spin_multiplicity=3 charge=0 de_lowest_kj_mol=62.9
C -0.7792 -0.9059 -0.4207 0.3471 0.9872 3.1777 -0.0560
C 0.2206 0.0465 -0.6551 -1.2601 -1.2418 -1.9642 -0.0468
C 0.9365 0.9974 0.2164 1.9153 1.9358 1.7212 -0.2766
C 2.0112 1.8787 -0.5113 -0.5290 -1.5561 0.0685 -0.6803
C -2.7034 -2.2691 -0.9295 -1.2006 2.1988 0.0191 -0.4481
N -1.6638 -1.3404 -1.2525 0.2724 -0.1958 -1.4526 -0.3536
Si 1.1619 0.9873 2.1986 -1.1289 -1.7129 -2.4816 0.8218
Cl 0.4751 0.2296 -2.3389 0.3129 0.3761 -0.6528 0.0450
H -0.8355 -1.0960 0.6715 -0.3289 -0.3745 -0.2381 0.1539
H 1.7296 2.5436 -1.3506 -0.4410 -0.5744 0.4207 0.2381
H 2.5817 2.5087 0.1702 0.1048 -0.3326 0.1901 0.2112
H 2.6258 1.0500 -0.9640 0.1800 1.1323 0.2961 0.2356
H -2.6296 -3.0882 -1.6163 0.2741 -1.0545 0.2283 0.2224
H -3.6525 -1.7781 -1.3183 0.7967 -0.4214 0.6354 0.2106
H -2.8449 -2.4397 0.1538 0.2122 -0.5809 -0.4545 0.1787
H 2.5567 0.6547 2.5502 0.0542 0.4817 0.0675 -0.1412
H 0.3233 -0.1360 2.7050 0.1853 0.0624 0.0289 -0.1686
H 0.4863 2.1571 2.6915 0.2333 0.8706 0.3905 -0.1461

***

4.
24
Properties=species:S:1:pos:R:3:forces:R:3:nbo_charge:R:1 method="wB97M-V/def2-TZVPD" orbital_gap_ev="5.16 / 5.56" homo_ev="-0.411 / -1.571" e_lumo_ev="4.8 / 4.0" spin_multiplicity=5 charge=-2
Os -0.1905 0.2373 0.5821 0.0909 -0.3696 -0.3667 0.7203
Se 1.5500 3.8522 4.4318 -0.0586 0.0160 0.0012 -0.7734
Sb -0.4291 3.5825 3.0341 0.0627 -0.0222 -0.0608 0.8482
Se -0.8056 1.0313 2.7395 -0.1411 0.2904 0.4999 -0.4876
Se 1.1732 1.8975 -0.2706 -0.0777 -0.0230 0.0313 -0.5781
Se -2.5450 4.4795 3.8508 0.0377 -0.0219 0.0258 -0.7985
C 1.3105 -3.6727 0.6560 0.0218 -0.0512 0.0030 -0.5967
C 1.5834 -2.1855 0.9026 -0.1840 0.1425 0.0024 0.0479
C 1.9040 -1.9487 2.3792 0.0526 0.0019 0.0603 -0.6120
C 2.7461 -1.7191 0.0276 0.0628 -0.0198 -0.0287 -0.6171
N 0.3654 -1.4696 0.5562 -0.0589 0.1307 -0.1740 -0.6223
H 2.1899 -4.2836 0.8839 0.0287 0.0201 0.0095 0.1801
H 1.0348 -3.8267 -0.3882 -0.0042 -0.0065 -0.0159 0.2069
H 0.4784 -4.0084 1.2765 -0.0145 0.0112 0.0158 0.2064
H 2.7656 -2.5515 2.6846 0.0172 0.0059 0.0219 0.1816
H 1.0462 -2.2150 2.9991 -0.0083 -0.0237 -0.0164 0.2117
H 2.1215 -0.8948 2.5604 0.0076 -0.0085 -0.0350 0.2346
H 3.6648 -2.2511 0.2968 0.0130 0.0057 -0.0022 0.1803
H 2.9005 -0.6456 0.1427 -0.0012 -0.0104 0.0378 0.2404
H 2.5262 -1.9083 -1.0251 -0.0262 -0.0138 -0.0014 0.2034
F -2.2097 -1.6299 -0.6796 -0.0573 0.0224 0.0248 -0.3977
C -2.1269 -0.3650 -0.1051 0.0653 -0.2122 0.1169 0.3019
F -2.6360 0.4782 -1.0798 0.0618 0.1958 -0.0994 -0.3932
H -2.8712 -0.3507 0.7020 0.1098 -0.0598 -0.0501 0.1129

***

5.
17
Properties=species:S:1:pos:R:3:forces:R:3:nbo_charge:R:1 method="wB97M-V/def2-TZVPD" orbital_gap_ev=9.88 homo_ev=-8.887 e_lumo_ev=1.0 spin_multiplicity=1 smiles=C[C@]1(F)C[C@@H](N)C1 charge=0 de_lowest_kj_mol=326.5
C -2.2812 -0.0249 0.0306 -0.4903 0.1332 1.1565 -0.6782
C -0.7603 0.1932 0.0685 0.8162 0.4312 -0.6670 0.3915
C 0.3126 -0.4037 1.1488 -0.7385 1.6595 -1.2662 -0.4591
C 1.2955 -0.5001 -0.1553 4.9376 -0.4340 0.8867 -0.0329
C 0.1170 -0.4691 -1.0861 -2.1093 1.5204 2.8616 -0.4890
H -2.8999 0.7178 0.7187 1.5877 -1.5210 -1.2419 0.2353
H -2.7970 0.0931 -1.0602 1.5335 -0.9027 2.6063 0.2369
H -2.2070 -1.0478 0.5951 -1.4848 1.3041 -1.6075 0.2302
H 0.6538 0.4610 1.7537 -0.0115 -0.7169 -0.1731 0.2374
H -0.0510 -1.1797 1.8497 0.3736 -0.0690 -0.9238 0.2295
H 2.2526 -1.2384 -0.4566 -3.3478 0.6211 1.2399 0.2152
H 1.8014 1.5850 0.0564 0.1735 -0.3600 -0.1888 0.3764
H 3.2833 0.7030 -0.3727 -3.9985 -0.4893 1.0123 0.3826
H -0.1146 0.2222 -1.8210 0.8494 0.9433 -2.4088 0.2294
H -0.3342 -1.4107 -1.2438 -0.0636 -1.2872 -0.4557 0.2156
N 2.2353 0.6627 0.0653 2.1392 0.5225 -1.3274 -0.8952
F -0.5066 1.6363 -0.0911 -0.1664 -1.3552 0.4970 -0.4256

***

6.
17
Properties=species:S:1:pos:R:3:forces:R:3:nbo_charge:R:1 method="wB97M-V/def2-TZVPD" orbital_gap_ev=10.55 homo_ev=-9.578 e_lumo_ev=1.0 spin_multiplicity=1 charge=0 de_lowest_kj_mol=93.6
C -0.7277 1.6176 0.1495 1.3673 1.1149 -0.6364 -0.6475
C -0.5339 0.1633 -0.2077 -1.1517 1.9630 0.4031 -0.0454
C -1.7559 -0.6225 -0.4732 0.3161 -1.8315 -0.8079 0.0386
C 0.6387 -0.3611 -0.3685 1.2701 -3.9755 -1.3498 -0.1638
C 1.9644 0.2398 -0.3429 1.4314 -0.4367 1.0243 -0.2649
H -1.2826 1.7753 1.0581 -0.2647 -0.1402 0.3919 0.2295
H -1.2529 2.1475 -0.6463 -0.2979 -0.1071 -0.0699 0.2158
H 0.2470 2.2065 0.2275 -1.2315 -1.0074 0.1098 0.2087
H -2.3007 -0.2372 -1.3668 0.1966 -0.1978 0.6448 0.1681
H -1.4682 -1.7205 -0.6509 -0.4880 1.5177 0.1100 0.1699
H 0.6946 -1.4969 -0.5928 -0.1899 1.8432 0.2802 0.2004
H 2.4803 0.3032 -1.3075 -0.5494 -0.2410 -0.1732 0.2033
H 1.8839 1.2529 -0.0015 0.2567 0.6453 0.4222 0.1772
H 3.8056 -0.2062 0.3049 -0.0569 -0.5397 0.0887 0.3464
H 2.7898 -0.5117 1.4794 -0.6098 0.1027 0.1408 0.3522
N 2.8894 -0.6298 0.4802 0.5561 1.1639 -0.8618 -0.8200
F -2.5929 -0.5919 0.6212 -0.5545 0.1262 0.2833 -0.3685

***

Repeat the second record exactly.
18
Properties=species:S:1:pos:R:3:forces:R:3:nbo_charge:R:1 method="wB97M-V/def2-TZVPD" orbital_gap_ev=10.13 homo_ev=-9.297 e_lumo_ev=0.8 spin_multiplicity=1 smiles=SCC[C@@]1(CCl)CN1 charge=0 de_lowest_kj_mol=178.3
C 1.9382 0.4580 0.6477 1.3365 0.3829 -1.0533 -0.4762
C 0.5812 0.5111 1.2253 -0.9875 -0.6078 -2.2687 -0.4594
C -0.4939 0.8563 0.1888 -1.1947 -1.1795 -0.2227 0.0896
C -1.9363 0.2389 0.3900 1.8013 3.7802 2.7859 -0.4192
C -0.5635 2.1550 -0.4392 0.9641 -0.0539 -0.4024 -0.2621
H 1.2877 -1.2756 -0.9372 -1.2874 -0.0895 -0.5863 0.1239
H 2.6772 0.5071 1.4143 0.5958 -0.2935 0.6982 0.2285
H 2.1475 1.3639 0.0781 0.0114 -0.0640 -0.4114 0.1956
H 0.3685 -0.4672 1.4546 -0.6213 -2.7712 0.6664 0.2238
H 0.4973 0.9354 2.1822 -0.0692 1.6238 0.9751 0.2294
H -1.9199 0.4551 1.5387 -1.0924 -1.1734 -1.5972 0.2077
H -2.6361 1.0385 -0.0323 0.4751 -1.9998 0.1519 0.2249
H -1.5054 2.5100 -0.6869 -1.4545 1.3443 -0.1429 0.1931
H 0.2501 2.8198 -0.2678 0.2704 0.7558 0.1979 0.1926
H 0.7288 1.0285 -1.5398 -0.0719 -0.2824 0.3310 0.3588
N -0.2470 0.9879 -1.2488 0.6566 -0.3187 -0.3009 -0.5979
S 2.4220 -1.0607 -0.3518 0.8312 1.0626 1.2443 -0.0560
Cl -2.1219 -1.4221 -0.0535 -0.1635 -0.1157 -0.0650 0.0029